Entry 1:
This record from the OMol25 dataset describes a structure of composition C26H22O3SiSn. The level of theory is ωB97M-V with the def2-TZVPD basis set.

Calculated values
E ... -1733.50796 Ha
Gap between HOMO and LUMO ... 7.39 eV
E_LUMO ... -0.6 eV
2S+1 ... 1
Molecular weight ... 529.3 g mol⁻¹

Last column: natural (NBO) charge in e.
Atoms and positions in Å:
Sn (0.222, 0.313, 0.816)  0.995
O (-0.572, -1.536, -0.482)  -0.757
C (0.390, -2.115, -1.405)  0.103
C (1.679, -1.228, -1.421)  0.789
O (2.572, -1.550, -2.170)  -0.607
O (1.706, -0.224, -0.604)  -0.835
C (0.700, -3.514, -0.897)  -0.071
C (1.875, -3.810, -0.217)  -0.130
C (2.062, -5.069, 0.338)  -0.219
C (1.075, -6.036, 0.223)  -0.202
C (-0.100, -5.748, -0.456)  -0.207
C (-0.285, -4.494, -1.017)  -0.225
C (-0.184, -2.069, -2.812)  -0.073
C (0.282, -2.939, -3.791)  -0.185
C (-0.189, -2.836, -5.090)  -0.206
C (-1.126, -1.868, -5.420)  -0.212
C (-1.589, -0.997, -4.447)  -0.210
C (-1.117, -1.093, -3.146)  -0.156
H (-1.163, -2.245, -0.197)  0.516
H (2.653, -3.062, -0.140)  0.225
H (2.984, -5.289, 0.860)  0.219
H (1.222, -7.015, 0.660)  0.217
H (-0.868, -6.503, -0.560)  0.217
H (-1.191, -4.282, -1.575)  0.222
H (1.027, -3.681, -3.539)  0.228
H (0.184, -3.514, -5.848)  0.215
H (-1.494, -1.794, -6.436)  0.213
H (-2.318, -0.236, -4.694)  0.214
H (-1.481, -0.412, -2.387)  0.212
C (-1.067, 5.781, 2.085)  -0.213
C (-1.407, 4.523, 2.560)  -0.220
C (-1.396, 3.438, 1.698)  -0.161
C (-1.056, 3.575, 0.348)  -0.451
C (-0.721, 4.850, -0.106)  -0.204
C (-0.727, 5.942, 0.749)  -0.207
Si (-1.028, 2.032, -0.770)  0.690
C (-2.848, 1.637, -1.160)  -0.448
C (-3.642, 0.951, -0.238)  -0.217
C (-4.983, 0.701, -0.481)  -0.202
C (-5.560, 1.125, -1.670)  -0.211
C (-4.786, 1.798, -2.605)  -0.228
C (-3.446, 2.049, -2.351)  -0.149
H (-1.067, 6.633, 2.754)  0.213
H (-1.677, 4.389, 3.600)  0.211
H (-1.683, 2.462, 2.084)  0.186
H (-0.453, 4.990, -1.148)  0.213
H (-0.465, 6.924, 0.375)  0.213
H (-0.483, 2.494, -2.076)  -0.144
H (-3.202, 0.612, 0.697)  0.193
H (-5.582, 0.177, 0.254)  0.211
H (-6.606, 0.929, -1.868)  0.214
H (-5.232, 2.129, -3.535)  0.213
H (-2.852, 2.577, -3.090)  0.206



Entry 2:
This record from the OMol25 dataset describes a structure of composition C26H23BFN8SbSe4Y. The level of theory is ωB97M-V with the def2-TZVPD basis set.

Calculated values
E ... -11451.85247 Ha
Gap between HOMO and LUMO (alpha / beta) ... 6.62 / 5.97 eV
Net charge ... -2
E_LUMO (alpha / beta) ... 4.2 / 3.6 eV
2S+1 ... 2
Molecular weight ... 1003.8 g mol⁻¹
Relative energy (zero: lowest compared OMol25 entry of this formula, charge and spin) ... 145.8 kJ/mol

Last column: Mulliken spin population.
Atoms and positions in Å:
Y (-0.435, -0.520, 0.705)  0.007
C (2.224, -1.904, -2.803)  0.000
C (2.572, -1.867, -1.356)  0.000
N (2.452, -0.451, -0.916)  0.000
N (1.858, 0.216, -2.078)  0.000
C (1.796, -0.684, -3.125)  0.000
B (0.836, 1.302, -1.953)  0.001
N (1.054, 2.124, -0.654)  0.000
C (1.544, 3.364, -0.524)  0.000
C (1.615, 3.664, 0.828)  0.000
C (1.136, 2.513, 1.458)  0.000
N (0.814, 1.593, 0.561)  0.000
N (-0.676, 0.749, -1.955)  0.000
C (-1.326, 0.241, -3.019)  -0.009
C (-2.635, -0.014, -2.679)  0.009
C (-2.719, 0.367, -1.343)  0.001
N (-1.546, 0.835, -0.908)  -0.002
N (0.895, 2.264, -3.179)  0.000
C (-0.095, 3.076, -3.607)  0.000
C (0.424, 3.918, -4.562)  0.000
C (1.780, 3.541, -4.635)  0.000
N (2.059, 2.553, -3.800)  0.000
H (2.312, -2.757, -3.457)  0.000
H (3.473, -2.375, -1.019)  0.000
H (1.442, -0.331, -4.085)  0.000
H (1.825, 3.939, -1.392)  0.000
H (1.967, 4.574, 1.282)  0.000
H (1.026, 2.288, 2.507)  0.000
H (-0.816, 0.098, -3.958)  0.000
H (-3.404, -0.482, -3.268)  0.004
H (-3.563, 0.272, -0.672)  -0.001
H (-1.096, 2.991, -3.208)  0.000
H (-0.097, 4.677, -5.123)  0.000
H (2.560, 3.940, -5.266)  0.000
Se (-4.833, -3.032, -2.526)  0.547
Sb (-4.321, -3.339, -0.125)  -0.048
Se (-4.925, -5.401, 0.944)  -0.010
Se (-5.825, -1.384, 0.105)  0.514
Se (-1.931, -2.863, 0.358)  -0.010
C (1.545, -1.530, -0.338)  0.000
C (1.889, -1.877, 1.052)  0.001
C (1.681, -3.199, 1.497)  0.000
C (1.822, -3.536, 2.826)  0.000
C (2.143, -2.569, 3.772)  0.000
C (2.322, -1.262, 3.366)  0.000
C (2.205, -0.917, 2.018)  0.000
H (1.379, -3.946, 0.774)  -0.001
H (1.650, -4.560, 3.136)  0.000
H (2.216, -2.830, 4.821)  0.000
H (2.537, -0.493, 4.100)  0.000
H (2.414, 0.092, 1.686)  0.000
F (1.389, -0.027, 7.688)  0.000
C (0.681, 0.028, 6.516)  0.000
C (0.038, -1.103, 6.059)  0.000
C (-0.673, -1.042, 4.872)  0.000
C (-0.766, 0.138, 4.111)  0.003
C (-1.502, 0.152, 2.844)  -0.009
C (-0.114, 1.265, 4.642)  0.000
C (0.612, 1.217, 5.825)  0.000
H (0.101, -2.024, 6.627)  0.000
H (-1.167, -1.933, 4.503)  0.000
H (-2.322, -0.562, 2.842)  0.005
H (-1.897, 1.147, 2.613)  -0.001
H (-0.209, 2.212, 4.124)  0.000
H (1.105, 2.097, 6.221)  0.000



Entry 3:
This record from the OMol25 dataset describes a structure of composition C26H23Cl3CrN2O6P at a distorted geometry. The level of theory is ωB97M-V with the def2-TZVPD basis set.

Calculated values
E ... -4332.02663 Ha
Gap between HOMO and LUMO (alpha / beta) ... 8.64 / 8.87 eV
E_LUMO (alpha / beta) ... -0.1 / 0.1 eV
2S+1 ... 2
Molecular weight ... 648.8 g mol⁻¹
Relative energy (zero: lowest compared OMol25 entry of this formula, charge and spin) ... 35.4 kJ/mol

Last column: Mulliken spin population.
Atoms and positions in Å:
Cr (0.376, 0.240, -0.057)  1.125
C (2.652, -0.014, 0.731)  -0.017
C (2.768, -0.358, -0.612)  0.019
C (2.249, 0.698, -1.377)  -0.023
C (1.901, 1.763, -0.494)  -0.026
C (2.120, 1.305, 0.813)  -0.029
H (2.935, -0.618, 1.577)  -0.005
H (3.061, -1.320, -0.995)  -0.001
H (2.180, 0.729, -2.453)  0.003
H (1.506, 2.726, -0.768)  0.014
H (1.959, 1.877, 1.713)  0.003
O (-2.007, 2.455, 4.849)  0.000
C (-1.647, 1.207, 5.078)  -0.003
O (-1.825, 0.673, 6.144)  0.000
C (-1.079, 0.420, 3.936)  -0.002
C (-0.673, -0.895, 4.026)  0.007
Cl (-0.678, -1.972, 5.333)  0.000
N (-0.168, -1.284, 2.833)  0.000
N (-0.240, -0.269, 1.945)  -0.006
C (-0.793, 0.748, 2.593)  0.016
C (-1.053, 1.969, 1.760)  -0.012
O (-1.579, 2.964, 2.254)  0.011
O (-0.711, 1.843, 0.543)  -0.026
C (0.193, -2.634, 2.507)  0.005
C (1.522, -2.983, 2.348)  -0.002
C (1.850, -4.316, 2.155)  0.001
C (0.855, -5.285, 2.161)  0.000
C (-0.474, -4.922, 2.336)  0.000
C (-0.812, -3.587, 2.495)  -0.002
H (-1.800, 2.766, 3.916)  -0.001
H (2.290, -2.225, 2.393)  0.002
H (2.885, -4.600, 2.023)  0.000
H (1.117, -6.327, 2.031)  0.000
H (-1.252, -5.674, 2.334)  0.000
H (-1.842, -3.283, 2.632)  0.000
Cl (-0.565, -3.783, -2.864)  0.000
C (-0.995, -3.478, -1.164)  -0.003
Cl (-2.729, -3.666, -0.913)  0.000
C (-0.472, -2.098, -0.760)  -0.028
O (0.758, -1.931, -0.743)  0.023
O (-1.259, -1.164, -0.475)  -0.010
H (-0.485, -4.231, -0.576)  0.000
C (-0.512, -0.189, -3.526)  -0.002
P (-0.665, 0.966, -2.131)  -0.022
C (-2.462, 1.149, -1.935)  -0.004
C (-0.165, 2.577, -2.798)  -0.004
C (0.626, 2.689, -3.939)  -0.002
C (1.038, 3.936, -4.389)  0.001
C (0.662, 5.080, -3.703)  -0.001
C (-0.125, 4.977, -2.564)  0.000
C (-0.534, 3.734, -2.109)  -0.003
H (0.531, -0.419, -3.738)  0.000
H (-0.993, 0.213, -4.418)  -0.001
H (-1.006, -1.119, -3.248)  0.001
H (-2.897, 1.545, -2.853)  -0.001
H (-2.667, 1.827, -1.109)  -0.001
H (-2.888, 0.175, -1.701)  0.003
H (0.921, 1.805, -4.491)  0.000
H (1.652, 4.010, -5.277)  0.000
H (0.982, 6.053, -4.055)  0.000
H (-0.417, 5.867, -2.022)  0.000
H (-1.117, 3.658, -1.200)  0.000